Entry 1:
ORCA calculation (ωB97M-V/def2-TZVPD) on 2 unconnected molecules or ions with the total composition C10H22NO6P.

Atoms and positions in Å:
C: 4.3092 -4.5433 -1.0056
C: 4.2311 -3.1101 -0.5685
O: 4.6357 -2.6962 0.4807
O: 3.6751 -2.3216 -1.5031
C: 3.9422 -0.9161 -1.3756
C: 2.9610 -0.2142 -0.4521
C: 2.9768 1.2993 -0.6845
C: 1.6942 2.0202 -0.2897
O: 0.5131 1.3387 -0.7589
C: -0.1828 0.6797 0.1578
O: 0.1721 0.3212 1.2317
O: -1.4587 0.4749 -0.3420
P: -1.9072 -1.0326 -0.7980
N: -0.8882 -2.1624 -0.5538
H: 3.9639 -5.1886 -0.2010
H: 3.7153 -4.7207 -1.8988
H: 5.3538 -4.7656 -1.2258
H: 3.8327 -0.5267 -2.3883
H: 4.9758 -0.7814 -1.0516
H: 3.2208 -0.4287 0.5842
H: 1.9733 -0.6438 -0.6318
H: 3.1856 1.5236 -1.7343
H: 3.7710 1.7429 -0.0792
H: 1.6250 2.1771 0.7854
H: 1.6621 2.9949 -0.7744
H: -3.1680 -1.1242 -0.1922
H: -2.1683 -0.7568 -2.1420
H: -1.2014 -2.8406 0.1299
C: -4.7228 0.9007 2.1298
C: -4.3758 2.3455 1.8055
C: -5.2359 2.8931 0.6771
O: -2.9928 2.4731 1.4941
H: -4.5465 0.2682 1.2545
H: -4.0987 0.5312 2.9432
H: -5.7705 0.7975 2.4161
H: -4.5186 2.9579 2.6982
H: -5.0706 2.3145 -0.2368
H: -4.9761 3.9307 0.4686
H: -6.2971 2.8415 0.9250
H: -2.8099 1.9470 0.7062

Output
SMILES: CC(=O)OCCCCOC(=O)O[PH2]=N.CC(C)O
Calculated total energy in Ha: -1241.79007
Energy above the lowest of the compared OMol25 structures with the same formula, charge and spin in kcal per mole: 27.7
Net charge: 0
Kohn-Sham gap in eV: 10.6376

Atomic partial charges in e from the natural (NBO) method, atoms 1 to 8: -0.716, 0.800, -0.600, -0.508, -0.062, -0.439, -0.421, -0.066


Entry 2:
ORCA calculation (ωB97M-V/def2-TZVPD) on 2 unconnected molecules or ions with the total composition C10H22Si2.

Atoms and positions in Å:
C: 2.5594 -3.0489 1.4394
C: -2.8941 -1.1771 -1.6622
C: 1.8994 -2.3645 0.4778
C: -1.6955 -1.3582 -2.0736
C: -1.4608 -0.3523 2.3957
C: -1.3460 2.9699 -1.6814
C: 1.8285 0.2227 1.9852
C: 1.3688 1.1514 -2.3390
C: -0.6652 -1.4003 1.6780
C: -0.7998 2.0050 -0.5860
Si: 0.8918 -0.7951 0.7166
Si: 0.1374 0.4477 -1.0998
H: 3.1657 -3.9344 1.3207
H: 2.5751 -2.6386 2.4858
H: -3.5746 -2.0092 -1.5581
H: -3.3384 -0.1958 -1.4787
H: 1.9114 -2.8437 -0.3759
H: -1.2478 -2.3165 -2.1579
H: -1.0932 -0.0601 3.3871
H: -1.3794 0.6544 1.7677
H: -2.5142 -0.5107 2.1926
H: -2.2035 3.5159 -1.1919
H: -0.4552 3.4223 -2.1219
H: -1.7740 2.2181 -2.4904
H: 2.3767 1.0933 1.5563
H: 1.0660 0.5641 2.7619
H: 2.6408 -0.3907 2.4369
H: 1.9188 2.0260 -1.8532
H: 2.0477 0.5193 -2.9423
H: 0.7172 1.4615 -3.1981
H: -1.2754 -1.8997 0.9511
H: -0.4498 -2.1758 2.4013
H: -1.7453 1.6814 -0.1364
H: -0.2727 2.7204 -0.0218

Output
Calculated total energy in Ha: -973.01990
Energy above the lowest of the compared OMol25 structures with the same formula, charge and spin in kcal per mole: 88.8
Net charge: 0
Kohn-Sham gap in eV: 8.5835

Atomic partial charges in e from the natural (NBO) method, atoms 1 to 8: -0.338, -0.480, -0.602, -0.343, -0.618, -0.604, -1.111, -1.169